Computed, not measured: a structure of composition C18H58B3N2O6Zn in a non-equilibrium geometry, with ωB97M-V/def2-TZVPD.

Geometry as XYZ:
```
88
C18H58B3N2O6Zn ωB97M-V/def2-TZVPD
B -0.1982 0.3612 0.6061
H 2.3076 -3.1082 2.6714
O -4.5078 1.5024 -3.3997
C -5.7812 1.9016 -2.7216
H 1.6362 -2.1671 -2.7214
H 3.0877 1.5758 1.4640
O -1.5195 -2.0751 4.8526
H 3.5229 4.5953 1.5420
C 1.7645 -3.7513 1.9789
H 0.0401 -4.1944 3.2971
H -3.6465 0.1558 -1.9434
O -2.2884 4.4331 -2.1329
N -0.3777 -2.5091 2.1541
H -2.4109 2.6802 -3.8652
H -2.9720 -1.2909 -0.2011
C 2.8017 2.5928 1.1956
H -6.2736 1.0589 -2.2363
H -1.7084 -1.3981 6.9245
H -0.3991 0.2710 -0.4502
H 2.4656 0.3183 -4.3975
H 0.2957 2.5060 -3.0355
H 1.0111 2.0727 1.4393
O 2.1702 -5.1004 2.2218
H -0.2358 3.8460 -3.9799
C 2.6773 -0.5128 -2.5050
H -3.0178 -2.1771 6.2615
H 2.1954 -0.2257 -1.5704
H 4.5505 -0.5433 -3.3141
H -2.3865 -2.7258 0.6306
C -1.0572 3.7084 -1.9687
B 0.0599 -2.6687 -1.1114
H 0.7020 -1.9408 -0.6402
H 0.5917 -0.2748 0.9745
H 4.7411 3.3915 1.3836
C 2.7416 2.8345 -0.2793
H -1.1068 0.1558 1.1506
H -0.3681 -0.4771 2.8413
H 1.2148 -1.4192 2.9982
H 0.1384 1.3759 0.7518
B -3.0316 -1.8646 0.7108
H -2.1930 0.1717 -3.9699
H 0.8874 0.3222 -3.4114
H -4.0740 -2.0783 0.8898
H -3.3904 1.8544 -1.7279
N -1.5705 2.1388 -4.0094
C -3.4144 1.0719 -2.4863
H -2.0734 6.2308 -0.9183
H 3.7242 2.7616 -0.7455
C -1.9293 -2.1872 6.2057
H 0.5132 -3.0616 -2.0083
H 4.2256 -5.1547 1.6319
C 1.9720 0.4291 -3.4320
C -2.6099 5.2971 -1.0872
H -6.4527 2.4149 -3.4100
H 2.1512 2.1317 -0.8672
H -5.5025 2.6644 -1.9946
H 4.3859 0.7075 -1.9531
H -1.3635 -2.6066 2.3511
H -0.2373 -3.4733 -0.4568
H 4.5305 -1.1196 -1.6977
C -0.1353 -1.8526 4.5240
H -1.1570 0.6271 -2.6409
H 2.4136 3.8471 -0.5141
C 0.1286 -1.4154 3.0887
O 2.5393 -1.8663 -2.8462
H -1.4785 -3.1457 6.4629
H -2.5268 4.8084 -0.1165
H -0.2577 4.3503 -1.5986
H -2.6841 -1.2832 1.5507
O 1.5814 2.7588 1.7938
C -1.9959 0.9654 -3.2493
H -0.8669 -2.1684 -1.3460
H 3.4036 -6.6268 1.8354
H 0.4018 -2.7635 4.7882
C 0.1920 -3.8164 2.2861
H 0.1910 -0.9705 5.0750
Zn -0.9731 -1.5879 0.3578
H -0.3977 -4.5468 1.7322
C 4.1771 -0.2975 -2.3200
C -0.6014 3.0498 -3.3314
H 2.1153 1.4699 -3.1415
H 3.0428 -5.5699 0.3874
H 3.7409 3.4851 2.9017
H -1.2020 2.9631 -1.1866
H -3.6387 5.6389 -1.2005
C 3.2539 -5.6160 1.4558
C 3.7554 3.5659 1.8148
H 1.9703 -3.4304 0.9578
```

The value obtained for the frontier orbital gap (alpha / beta) is 8.50 / 2.59 eV. As for the charge: 0. Its multiplicity is 2. The largest force on an atom is 0.094 hartree/bohr. For the HOMO energy (alpha / beta), the calculation gives -8.5 / -8.5 eV. The value obtained for the LUMO energy (alpha / beta) is 0.0 / -5.9 eV.